# 1
51
Properties=species:S:1:pos:R:3:nbo_charge:R:1 method="wB97M-V/def2-TZVPD" e_above_lowest_kj_mol=156.2 spin_multiplicity=2 total_energy_ha=-4081.97216 max_force_ev_per_a=0.90 s2=1.2115 orbital_gap_ev="7.424 / 5.972" e_homo_ev="-7.7 / -7.7" lumo_ev="-0.26 / -1.77" charge=0
Co 0.32 -0.59 -0.75 0.79
C -2.06 0.76 1.97 -0.62
C -1.64 0.08 0.69 -0.05
N -0.73 0.86 -0.16 -0.20
N -0.23 1.93 0.40 -0.28
C 1.04 2.14 0.11 -0.14
S 1.97 0.94 -0.65 -0.11
S 1.75 3.63 0.72 0.26
C 2.86 2.87 1.96 -0.55
C 2.09 2.22 3.07 0.05
C 1.83 0.85 3.04 -0.25
C 1.09 0.25 4.04 -0.20
C 0.60 1.00 5.10 -0.22
C 0.85 2.37 5.14 -0.21
C 1.59 2.97 4.13 -0.23
C -2.76 -0.48 -0.16 -0.16
C -4.10 -0.39 0.22 -0.17
C -5.10 -0.96 -0.55 -0.27
C -4.76 -1.64 -1.71 -0.18
C -3.44 -1.76 -2.09 -0.29
C -2.41 -1.20 -1.32 0.44
O -1.15 -1.37 -1.68 -0.83
H -1.19 1.07 2.55 0.24
H -2.66 0.07 2.57 0.23
H -2.65 1.65 1.75 0.24
H 3.48 3.69 2.32 0.23
H 3.50 2.15 1.45 0.24
H 2.21 0.26 2.21 0.23
H 0.89 -0.82 4.00 0.22
H 0.03 0.53 5.89 0.21
H 0.47 2.97 5.96 0.21
H 1.76 4.04 4.15 0.21
H -4.36 0.15 1.12 0.21
H -6.13 -0.86 -0.25 0.21
H -5.53 -2.10 -2.31 0.21
H -3.17 -2.31 -2.98 0.20
C 3.92 -1.48 -3.74 -0.40
N 2.51 -1.64 -4.03 -0.34
C 1.90 -1.47 -5.26 -0.08
C 0.57 -1.64 -5.08 -0.06
N 0.39 -1.95 -3.75 -0.53
C 1.56 -1.93 -3.10 0.27
S 1.83 -2.25 -1.45 -0.23
H 4.46 -1.48 -4.67 0.21
H 4.26 -2.31 -3.11 0.23
H 4.08 -0.55 -3.20 0.23
H 2.47 -1.22 -6.14 0.23
H -0.24 -1.58 -5.77 0.23
H -0.48 -1.91 -3.19 0.48
S -0.82 -2.47 1.66 0.24
C -0.67 -1.10 0.92 -0.17

# 2
48
Properties=species:S:1:pos:R:3:nbo_charge:R:1 method="wB97M-V/def2-TZVPD" e_above_lowest_kj_mol=0.0 total_energy_ha=-1559.08885 max_force_ev_per_a=2.49 orbital_gap_ev=4.616 e_homo_ev=0.1 lumo_ev=4.69 charge=-2
Tl -0.07 0.01 0.67 0.66
C 2.50 1.11 1.90 -0.37
C 2.87 0.22 0.84 -0.40
C 2.82 0.96 -0.39 -0.37
H 3.20 -0.82 0.96 0.19
C 2.38 2.28 -0.09 -0.35
C 2.16 2.37 1.32 -0.34
H 1.84 3.25 1.86 0.19
H 2.49 0.86 2.96 0.20
H 3.17 0.60 -1.35 0.17
H 2.30 3.11 -0.80 0.18
C -2.67 1.14 1.41 -0.39
C -1.94 2.32 1.78 -0.36
C -1.60 3.02 0.58 -0.33
H -1.74 2.64 2.79 0.19
C -2.09 2.27 -0.52 -0.36
C -2.72 1.09 -0.02 -0.39
H -3.24 0.34 -0.62 0.19
H -3.11 0.43 2.10 0.19
H -1.11 3.98 0.53 0.19
H -2.05 2.57 -1.57 0.17
O -0.06 -0.48 -1.88 -0.53
C -0.18 0.02 -3.26 0.27
C 0.53 -1.24 -3.83 -0.46
C 0.60 1.30 -3.44 -0.63
C -1.64 0.12 -3.68 -0.63
C 0.57 -1.72 -2.37 -0.07
H 1.52 -1.05 -4.27 0.20
H -0.09 -1.86 -4.49 0.19
H -0.07 -2.58 -2.15 0.18
H 1.57 -1.82 -1.94 0.20
H 0.59 1.61 -4.49 0.18
H 1.64 1.17 -3.12 0.23
H 0.16 2.11 -2.85 0.24
H -1.74 -0.01 -4.76 0.18
H -2.05 1.10 -3.41 0.23
H -2.24 -0.64 -3.16 0.23
F 0.19 -3.15 0.70 -0.35
C -0.04 -2.81 2.02 0.28
C -0.11 -1.48 2.41 -0.50
C -0.24 -1.19 3.74 0.30
F -0.18 0.10 4.20 -0.33
C -0.40 -2.22 4.70 0.28
F -0.62 -1.93 6.00 -0.34
C -0.35 -3.56 4.31 0.21
F -0.49 -4.55 5.21 -0.33
C -0.16 -3.85 2.95 0.24
F -0.07 -5.14 2.56 -0.34

# 3
46
Properties=species:S:1:pos:R:3:nbo_charge:R:1 method="wB97M-V/def2-TZVPD" total_energy_ha=-1701.69898 max_force_ev_per_a=1.58 orbital_gap_ev=5.480 e_homo_ev=-3.8 lumo_ev=1.64 charge=-1
C -5.40 1.17 3.00 -0.61
C -3.87 1.27 2.93 -0.68
P -3.19 1.50 1.21 0.82
C -4.61 1.72 0.06 -0.95
C -2.43 -0.06 0.74 -0.35
C -2.81 -0.85 -0.27 -0.26
C -2.04 -2.08 -0.58 0.53
O -2.58 -3.10 -0.98 -0.52
C -0.58 -1.97 -0.31 -0.24
C 0.40 -2.61 -1.04 0.44
F 0.05 -3.41 -2.07 -0.32
C 1.74 -2.44 -0.77 -0.27
C 2.15 -1.60 0.25 0.04
C 3.61 -1.37 0.51 -0.42
C 4.03 0.11 0.34 -0.50
C 3.66 0.52 -1.07 0.10
C 2.49 1.20 -1.39 -0.25
C 2.19 1.49 -2.71 -0.20
C 3.05 1.11 -3.73 -0.24
C 4.23 0.46 -3.42 -0.22
C 4.53 0.17 -2.10 -0.26
C 1.18 -0.97 1.03 -0.21
C -0.16 -1.15 0.75 -0.03
C -1.23 -0.48 1.54 0.53
O -1.16 -0.32 2.74 -0.50
H -5.71 0.19 2.64 0.20
H -5.90 1.95 2.43 0.20
H -5.74 1.25 4.03 0.21
H -3.52 2.13 3.48 0.23
H -3.44 0.36 3.32 0.25
H -4.26 1.43 -0.93 0.24
H -4.83 2.78 0.03 0.24
H -5.49 1.12 0.29 0.22
H -3.66 -0.61 -0.90 0.22
H 2.47 -2.96 -1.38 0.22
H 3.90 -1.74 1.49 0.22
H 4.14 -1.91 -0.28 0.19
H 5.11 0.18 0.38 0.20
H 3.56 0.80 1.10 0.28
H 1.81 1.49 -0.60 0.25
H 1.26 2.00 -2.92 0.20
H 2.81 1.31 -4.77 0.20
H 4.92 0.17 -4.21 0.20
H 5.45 -0.34 -1.84 0.20
H 1.46 -0.31 1.85 0.27
I 2.41 2.42 2.17 -0.88

# 4
43
Properties=species:S:1:pos:R:3:nbo_charge:R:1 method="wB97M-V/def2-TZVPD" e_above_lowest_kj_mol=124.2 total_energy_ha=-2083.26076 max_force_ev_per_a=4.40 orbital_gap_ev=2.580 e_homo_ev=0.0 lumo_ev=2.60 charge=-1
C -0.59 1.91 3.71 -0.24
Li -1.99 -2.25 1.32 -0.37
C 0.16 2.00 2.55 -0.24
C 0.23 0.62 1.75 -0.28
C -0.38 -0.20 2.91 0.02
C -1.02 0.54 3.90 -0.08
C -1.94 -0.16 4.71 -0.25
C -2.10 -1.53 4.52 -0.23
C -1.34 -2.27 3.59 -0.35
C -0.38 -1.59 2.82 -0.37
H -0.95 2.77 4.32 0.21
H 0.79 2.81 2.13 0.20
H 1.35 0.26 1.68 0.23
H -2.51 0.35 5.47 0.20
H -2.83 -2.13 5.07 0.21
H -1.46 -3.35 3.45 0.24
H 0.21 -2.12 2.05 0.22
C -1.63 -0.42 -0.02 -0.70
C -0.19 0.06 0.40 -0.24
C 0.38 0.76 -0.87 0.00
C 1.80 0.97 -1.00 -0.25
C 2.05 1.94 -2.03 -0.24
C 0.76 2.32 -2.60 -0.25
C -0.27 1.58 -1.89 -0.26
Fe 1.05 0.36 -2.71 0.05
C 0.03 -1.22 -3.34 -0.24
C 1.31 -1.61 -2.74 -0.24
C 2.37 -0.92 -3.45 -0.25
C 1.77 -0.10 -4.49 -0.25
C 0.33 -0.28 -4.42 -0.25
H -1.58 -1.47 -0.41 0.22
H -2.38 -0.26 0.74 0.21
H -2.05 0.07 -0.91 0.23
H 0.37 -0.92 0.27 0.23
H 2.51 0.54 -0.29 0.23
H 3.03 2.40 -2.26 0.23
H 0.60 3.13 -3.34 0.23
H -1.34 1.75 -2.01 0.24
H -0.93 -1.61 -3.07 0.25
H 1.44 -2.35 -1.95 0.25
H 3.43 -1.03 -3.26 0.23
H 2.30 0.50 -5.20 0.23
H -0.40 0.16 -5.07 0.23

# 5
47
Properties=species:S:1:pos:R:3:nbo_charge:R:1 method="wB97M-V/def2-TZVPD" e_above_lowest_kj_mol=730.2 total_energy_ha=-1222.50700 max_force_ev_per_a=4.81 orbital_gap_ev=7.505 e_homo_ev=-8.0 smiles="CN(C)c1ccc(/C=C/C(=O)[C@@H]2CCc3ccccc3C2=O)c([N+](=O)[O-])c1" lumo_ev=-0.48 charge=0
C 4.72 -2.51 5.22 -0.41
N 4.17 -2.90 3.90 -0.44
C 4.08 -4.31 3.62 -0.40
C 3.45 -1.93 3.25 0.19
C 2.16 -2.05 2.83 -0.25
C 1.35 -1.08 2.47 -0.13
C 1.85 0.16 2.15 -0.08
C 1.13 1.01 1.14 -0.13
C -0.20 1.34 1.38 -0.29
C -1.20 2.10 0.55 0.56
O -2.31 1.98 1.05 -0.54
C -0.77 2.85 -0.73 -0.42
C -1.54 4.11 -1.19 -0.38
C -2.99 3.76 -1.52 -0.45
C -3.05 2.65 -2.52 0.05
C -4.14 2.72 -3.50 -0.20
C -4.23 1.82 -4.53 -0.19
C -3.19 0.89 -4.72 -0.22
C -2.07 0.81 -3.84 -0.15
C -2.02 1.67 -2.69 -0.18
C -0.80 1.75 -1.81 0.59
O 0.16 1.04 -2.03 -0.53
C 3.21 0.44 2.54 0.05
N 3.78 1.67 2.09 0.50
O 3.31 2.75 2.39 -0.35
O 4.84 1.56 1.44 -0.37
C 3.95 -0.61 3.10 -0.21
H 5.49 -1.77 5.11 0.20
H 3.94 -2.05 5.81 0.19
H 5.14 -3.36 5.83 0.21
H 3.67 -4.48 2.64 0.21
H 3.46 -4.80 4.39 0.18
H 5.09 -4.66 3.63 0.20
H 1.76 -3.06 2.89 0.21
H 0.31 -1.34 2.22 0.22
H 1.79 1.49 0.40 0.23
H -0.76 0.98 2.27 0.23
H 0.25 3.09 -0.51 0.25
H -1.05 4.61 -2.11 0.22
H -1.63 4.82 -0.32 0.23
H -3.30 4.74 -1.89 0.22
H -3.69 3.59 -0.64 0.25
H -4.89 3.51 -3.43 0.21
H -5.01 1.93 -5.26 0.22
H -3.08 0.22 -5.53 0.22
H -1.29 0.09 -4.03 0.23
H 5.01 -0.40 3.36 0.23